Record 1
{"formula": "C22H18N2OS", "method": "ωB97M-V with the def2-TZVPD basis set", "elements": ["C", "O", "C", "C", "C", "C", "S", "C", "N", "N", "C", "C", "C", "C", "C", "C", "C", "C", "C", "C", "C", "C", "C", "C", "C", "C", "H", "H", "H", "H", "H", "H", "H", "H", "H", "H", "H", "H", "H", "H", "H", "H", "H", "H"], "coordinates": [[-6.16677, -2.42600, 4.52640], [-4.77877, -2.47740, 4.30474], [-4.26761, -1.82721, 3.22335], [-5.01693, -1.11019, 2.29544], [-4.38452, -0.48996, 1.23451], [-3.00651, -0.57226, 1.08470], [-2.38008, 0.32361, -0.32014], [-0.67869, -0.01592, -0.56913], [-0.03341, -0.80725, 0.24270], [1.24924, -1.06352, 0.06701], [1.92690, -0.54618, -0.91794], [3.38073, -0.91182, -0.98331], [4.27041, 0.29292, -0.81456], [5.38153, 0.48082, -1.62593], [6.19379, 1.58940, -1.46220], [5.90153, 2.52610, -0.48633], [4.79817, 2.34405, 0.33039], [3.98990, 1.23375, 0.16886], [1.32520, 0.33425, -1.87229], [2.00572, 0.92086, -2.95302], [1.34110, 1.75518, -3.81335], [-0.01865, 2.03242, -3.63161], [-0.70793, 1.47275, -2.58756], [-0.04988, 0.61694, -1.69205], [-2.25001, -1.28152, 2.00639], [-2.88366, -1.90430, 3.06094], [-6.34155, -3.00032, 5.43484], [-6.72394, -2.87950, 3.70009], [-6.51248, -1.39803, 4.67722], [-6.08848, -1.02640, 2.38355], [-4.96561, 0.06679, 0.51431], [3.59463, -1.40529, -1.93471], [3.57180, -1.62448, -0.17669], [5.61609, -0.24706, -2.39105], [7.05552, 1.72225, -2.10015], [6.53248, 3.39355, -0.36106], [4.56704, 3.06927, 1.09681], [3.13309, 1.08929, 0.81117], [3.05476, 0.71658, -3.09479], [1.86794, 2.20570, -4.64169], [-0.52397, 2.69198, -4.32126], [-1.75658, 1.67982, -2.43897], [-1.18203, -1.35303, 1.88738], [-2.31369, -2.46406, 3.78522]], "forces_ev_per_a": [[-0.2, 0.0, 0.0], [0.3, 0.0, -0.1], [0.2, 0.0, -0.1], [-0.2, -0.1, 0.3], [0.3, 0.0, -0.1], [0.2, 0.1, -0.3], [-0.3, 0.2, -0.1], [0.1, -0.2, 0.2], [-1.3, 0.4, -0.1], [1.4, -0.4, -0.1], [-0.1, -0.1, -0.1], [0.0, 0.0, 0.0], [0.2, 0.0, 0.0], [0.0, 0.0, 0.0], [0.1, 0.0, 0.0], [0.1, 0.1, 0.0], [0.0, 0.1, 0.1], [0.0, 0.0, 0.0], [-0.7, 0.0, 0.2], [0.0, 0.0, -0.1], [0.2, -0.1, 0.0], [-0.2, 0.0, 0.1], [0.0, 0.1, -0.1], [0.5, -0.1, 0.0], [0.0, -0.1, 0.2], [-0.3, 0.0, 0.1], [0.0, 0.1, -0.1], [0.0, 0.0, 0.0], [0.0, 0.0, 0.0], [-0.1, 0.0, 0.0], [-0.1, 0.0, -0.1], [0.1, 0.0, 0.0], [-0.1, 0.0, -0.1], [0.0, -0.1, -0.1], [0.1, 0.0, 0.0], [0.0, 0.1, 0.0], [0.0, 0.1, 0.1], [-0.1, 0.0, 0.1], [0.1, 0.0, 0.0], [0.1, 0.0, 0.0], [-0.1, 0.0, 0.0], [-0.1, 0.1, -0.1], [-0.1, 0.0, 0.1], [0.1, -0.1, 0.1]], "largest_force_ev_per_a": 1.5, "spin_multiplicity": 1, "de_lowest_kj_mol": 97.8, "homo_lumo_gap_ev": 7.75, "total_energy_ev": -38968.233, "smiles": "COc1ccc(Sc2nnc(Cc3ccccc3)c3ccccc23)cc1", "homo_energy_ev": -7.7}


Record 2
{"formula": "C45H32N2O26S", "method": "ωB97M-V with the def2-TZVPD basis set", "elements": ["C", "C", "O", "O", "C", "C", "C", "C", "C", "N", "S", "N", "C", "C", "H", "H", "H", "H", "H", "H", "H", "H", "O", "C", "C", "C", "O", "C", "O", "C", "C", "O", "H", "H", "H", "H", "O", "C", "C", "C", "O", "C", "O", "C", "C", "O", "H", "H", "H", "H", "O", "C", "C", "C", "O", "C", "O", "C", "C", "O", "H", "H", "H", "H", "O", "C", "C", "C", "O", "C", "O", "C", "C", "O", "H", "H", "H", "H", "O", "C", "C", "C", "O", "C", "O", "C", "C", "O", "H", "H", "H", "H", "O", "C", "C", "C", "O", "C", "O", "C", "C", "O", "H", "H", "H", "H"], "coordinates": [[-0.83686, 2.99396, 0.44208], [-0.94975, 3.94033, -0.93238], [-0.31469, 5.14360, -1.00266], [-1.73724, 3.35384, -2.03701], [-2.91090, 4.17344, -2.37550], [-4.27907, 3.79524, -1.54088], [-5.06043, 5.01124, -0.72654], [-6.47384, 4.78182, 0.13357], [-7.05308, 3.22956, 0.14578], [-8.29429, 2.65687, 0.84117], [-8.29082, 0.92784, 0.43740], [-6.90209, 0.60412, -0.61327], [-6.28893, 2.01627, -0.65777], [-4.90750, 2.26570, -1.51017], [0.23006, 3.00926, 0.92176], [-1.09618, 1.86073, 0.18973], [-1.69417, 3.37382, 1.15308], [-3.09904, 4.01074, -3.54309], [-2.69672, 5.32312, -2.14096], [-4.65079, 6.13105, -0.70632], [-7.03921, 5.66746, 0.69299], [-4.33419, 1.44848, -2.12871], [-5.17496, 6.26550, -3.31446], [-4.76857, 7.04187, -4.17184], [-4.29341, 6.58173, -5.48603], [-3.84161, 7.45194, -6.39117], [-3.39610, 7.02660, -7.62924], [-3.79844, 8.91233, -6.10566], [-3.36060, 9.68587, -6.95070], [-4.29593, 9.37508, -4.80096], [-4.75101, 8.50535, -3.89697], [-5.22266, 8.93307, -2.66948], [-4.32827, 5.51725, -5.67944], [-3.12041, 7.84230, -8.10160], [-4.27540, 10.44127, -4.61350], [-5.49267, 8.11686, -2.19496], [-2.29076, -5.31777, 0.69032], [-1.96032, -4.13761, 0.72261], [-1.39158, -3.51415, 1.92779], [-1.05767, -2.22222, 1.93477], [-0.52014, -1.63054, 3.06312], [-1.25007, -1.36725, 0.73138], [-0.95079, -0.17865, 0.77403], [-1.79615, -1.99592, -0.48124], [-2.12691, -3.28869, -0.48950], [-2.63831, -3.88720, -1.62633], [-1.25921, -4.14674, 2.79614], [-0.36490, -0.69256, 2.81698], [-1.91410, -1.36673, -1.35447], [-2.79914, -4.82362, -1.37829], [5.74442, -6.29369, 1.66941], [4.71213, -5.72864, 1.32575], [3.99923, -4.79115, 2.20750], [2.86847, -4.20539, 1.80887], [2.19481, -3.32120, 2.63144], [2.28730, -4.47945, 0.46602], [1.23677, -3.94007, 0.13493], [3.01257, -5.39808, -0.42504], [4.14522, -5.98128, -0.02792], [4.83388, -6.84384, -0.86089], [4.43166, -4.60277, 3.18180], [1.40828, -3.03469, 2.11783], [2.58813, -5.57448, -1.40537], [5.61708, -7.13493, -0.34500], [7.05564, -8.65611, 1.03295], [8.18101, -8.79515, 1.49903], [8.60676, -8.12341, 2.73682], [9.84482, -8.28283, 3.20844], [10.25073, -7.65664, 4.37262], [10.83715, -9.13874, 2.50217], [11.97330, -9.25122, 2.95015], [10.40447, -9.82970, 1.27774], [9.16536, -9.67316, 0.80782], [8.75064, -10.32145, -0.34103], [7.87596, -7.50239, 3.23883], [11.18572, -7.92772, 4.50228], [11.13078, -10.46306, 0.78414], [7.81763, -10.04556, -0.47389], [7.42504, -7.66601, 10.12814], [7.83143, -6.88964, 9.27076], [8.30659, -7.34977, 7.95656], [8.75839, -6.47957, 7.05143], [9.20389, -6.90490, 5.81336], [8.80156, -5.01918, 7.33694], [9.23940, -4.24564, 6.49190], [8.30407, -4.55643, 8.64164], [7.84899, -5.42616, 9.54563], [7.37734, -4.99844, 10.77311], [8.27173, -8.41425, 7.76316], [9.47959, -6.08921, 5.34100], [8.32460, -3.49024, 8.82910], [7.10733, -5.81464, 11.24764], [-11.09193, 11.12350, -5.45018], [-10.17932, 10.31203, -5.55828], [-10.09042, 9.11280, -4.71062], [-9.07450, 8.25774, -4.84268], [-8.98621, 7.12729, -4.05118], [-7.99728, 8.48552, -5.84459], [-7.06650, 7.69146, -5.92996], [-8.09857, 9.67167, -6.70870], [-9.11626, 10.52504, -6.57915], [-9.21960, 11.64072, -7.38952], [-10.87908, 8.96071, -3.98493], [-8.16393, 6.67251, -4.33671], [-7.31785, 9.81550, -7.44498], [-10.03860, 12.09856, -7.09988]], "forces_ev_per_a": [[-0.8, -0.6, -1.3], [3.2, 4.4, 0.5], [-4.7, -7.9, 0.0], [0.3, 2.3, 2.7], [-1.2, 1.1, -0.4], [-3.1, -2.2, 1.7], [-3.0, -2.4, 1.5], [3.1, -2.4, -2.6], [-0.4, -1.8, -0.2], [5.0, -1.1, -3.6], [2.4, 2.8, -1.2], [-0.6, 7.2, 2.5], [0.7, -0.7, -0.7], [-0.3, 4.7, 1.2], [-2.2, 0.5, -1.0], [0.6, 2.7, 0.3], [1.9, -0.6, -1.3], [0.4, 0.4, 2.7], [-0.4, -2.6, -0.7], [-0.8, -2.9, -0.2], [1.5, -2.3, -1.4], [-1.5, 1.6, 1.5], [0.1, 0.7, -0.4], [-0.1, -0.9, -0.3], [0.0, 0.0, 0.5], [0.5, -1.1, -1.4], [-0.4, 1.3, 1.4], [0.1, 1.0, -0.2], [-0.3, -0.8, 0.4], [0.1, 0.0, -0.3], [-0.4, 1.1, 1.3], [0.4, -1.3, -1.3], [0.0, 0.1, 0.0], [-0.1, -0.3, 0.2], [0.0, -0.1, 0.0], [0.1, 0.3, -0.2], [0.2, 1.0, -0.2], [0.0, -1.0, 0.5], [-0.1, -0.2, -0.1], [0.4, 0.2, 1.6], [-0.5, 0.0, -1.8], [-0.1, 0.6, -0.8], [0.0, -0.9, 0.4], [0.1, 0.4, 0.3], [-0.6, -0.4, -1.8], [0.6, 0.1, 2.0], [0.0, 0.0, 0.0], [-0.1, -0.4, 0.1], [0.0, 0.0, 0.1], [0.1, 0.4, -0.1], [-0.8, 0.6, -0.5], [0.7, -0.1, 0.9], [0.2, -0.3, -0.1], [-0.5, 1.1, 1.5], [0.4, -1.1, -1.7], [-0.5, -0.1, -0.9], [0.6, -0.2, 0.4], [-0.4, 0.3, 0.1], [0.6, -1.2, -1.6], [-0.4, 1.1, 1.7], [0.0, 0.0, -0.1], [0.3, -0.1, 0.3], [0.0, 0.0, 0.1], [-0.2, 0.0, -0.1], [0.9, -0.5, -0.1], [-0.9, 0.5, 0.3], [-0.4, -0.1, -0.2], [0.3, 1.0, 1.4], [2.5, -2.8, -5.1], [0.9, -0.6, -0.2], [-0.9, 0.3, -0.1], [0.3, 0.1, 0.2], [0.0, -1.1, -1.5], [-0.2, 1.2, 1.6], [0.0, 0.0, -0.1], [-0.3, 0.0, -0.2], [0.0, 0.0, 0.0], [0.4, -0.1, 0.1], [0.2, 0.8, -0.4], [-0.1, -1.1, 0.1], [-0.2, 0.0, 0.5], [0.2, -0.8, -1.4], [-2.7, 3.0, 4.9], [0.1, 1.1, 0.0], [-0.3, -0.8, 0.4], [0.2, 0.1, -0.3], [-0.5, 1.1, 1.5], [0.5, -1.3, -1.4], [0.0, 0.1, 0.0], [-0.1, -0.4, 0.3], [0.0, -0.1, 0.0], [0.1, 0.3, -0.2], [0.8, -0.4, -0.3], [-1.0, 0.2, 0.6], [-0.2, 0.3, -0.1], [-0.4, -1.4, 1.3], [0.6, 1.3, -1.4], [0.7, 0.0, -0.6], [-0.7, 0.3, 0.3], [0.2, -0.4, 0.1], [0.3, 1.4, -1.4], [-0.5, -1.3, 1.5], [0.0, 0.0, 0.0], [-0.3, 0.1, 0.2], [0.0, 0.0, 0.0], [0.3, -0.2, -0.1]], "largest_force_ev_per_a": 9.2, "spin_multiplicity": 1, "homo_lumo_gap_ev": 6.61, "total_energy_ev": -114217.081, "smiles": "CC(=O)OCc1ccc2nsnc2c1.O=C1C=C(O)C(=O)C=C1O.O=C1C=C(O)C(=O)C=C1O.O=C1C=C(O)C(=O)C=C1O.O=C1C=C(O)C(=O)C=C1O.O=C1C=C(O)C(=O)C=C1O.O=C1C=C(O)C(=O)C=C1O", "homo_energy_ev": -8.6}


Record 3
{"formula": "C2H12O3S", "method": "ωB97M-V with the def2-TZVPD basis set", "elements": ["C", "C", "S", "H", "H", "H", "H", "H", "H", "O", "H", "H", "O", "H", "H", "O", "H", "H"], "coordinates": [[-1.02784, -1.28152, 1.73283], [0.15641, -0.31360, 2.10980], [-0.46503, 1.38936, 2.31491], [-0.68896, -2.19871, 1.27289], [-1.75884, -0.62392, 1.23797], [-1.63445, -1.47682, 2.61462], [0.40991, -0.64774, 3.15155], [0.82433, -0.36233, 1.25398], [-0.30177, 1.88402, 1.11993], [1.07928, -0.87774, -3.45755], [1.97510, -0.65879, -3.16973], [1.21879, -1.12788, -4.37675], [-2.12414, -0.89724, -2.97734], [-1.22325, -0.67383, -3.23653], [-2.08808, -1.36825, -2.14592], [2.52417, 0.81946, -0.59678], [1.70319, 0.47743, -0.23056], [2.21702, 1.63805, -1.00041]], "forces_ev_per_a": [[-0.5, 2.0, 0.8], [-2.1, -1.1, 0.4], [0.0, -0.2, 1.4], [-0.2, -0.1, -0.4], [0.3, -0.8, -1.1], [0.4, -0.5, 0.4], [1.1, 0.6, -1.3], [0.8, -0.1, 0.9], [0.2, 0.1, -1.1], [0.3, 0.0, -0.2], [-0.2, 0.1, 0.3], [-0.2, -0.1, -0.1], [-0.3, 0.3, -0.4], [0.1, -0.2, 0.3], [0.3, -0.1, 0.1], [-0.3, 0.1, -0.2], [0.1, -0.2, 0.1], [0.3, 0.1, -0.1]], "largest_force_ev_per_a": 2.4, "spin_multiplicity": 1, "de_lowest_kj_mol": 108.6, "homo_lumo_gap_ev": 9.54, "total_energy_ev": -19245.611, "smiles": "CCS.O.O.O", "homo_energy_ev": -9.2}


Record 4
{"formula": "C10H11BNO3", "method": "ωB97M-V with the def2-TZVPD basis set", "elements": ["C", "B", "O", "N", "C", "C", "C", "C", "C", "C", "C", "C", "C", "O", "O", "H", "H", "H", "H", "H", "H", "H", "H", "H", "H", "H"], "coordinates": [[2.95015, 2.39677, 0.72192], [2.05574, 0.97484, 0.98612], [2.52132, -0.12449, 1.61984], [0.84315, 0.84053, 0.27423], [-0.29317, 1.56497, -0.30489], [-0.23942, 0.07284, -0.30199], [0.31327, -0.80136, -1.46924], [0.31405, -2.16810, -1.31290], [-0.23860, -2.86142, -0.21107], [-1.03244, -2.11067, 0.61406], [-1.43197, -0.76017, 0.23634], [-2.84314, -0.57603, 0.22437], [-3.47782, 0.75266, -0.20214], [-3.52802, 1.52789, 0.76749], [-3.85931, 0.90254, -1.35612], [3.80718, 2.55324, 1.43727], [2.29089, 3.12891, 0.92138], [3.17481, 2.33075, -0.36003], [3.17720, -0.70414, 1.27692], [-0.05994, 2.07723, -1.28892], [-1.00018, 2.22863, 0.20132], [0.91342, -0.31617, -2.22737], [0.90252, -2.78362, -2.05237], [-0.10341, -3.93511, -0.09501], [-1.67701, -2.82192, 1.27081], [-3.47926, -1.38860, 0.62997]], "forces_ev_per_a": [[1.2, -4.2, 0.6], [0.3, 1.4, -1.9], [-0.1, -0.7, 1.4], [-1.6, 1.2, 1.5], [1.6, 0.9, -2.8], [-1.4, -1.4, -1.7], [-0.4, -0.6, 1.5], [2.1, 1.1, -2.1], [-0.7, 1.0, 1.2], [-1.3, -3.5, -0.2], [-2.1, -0.3, 1.7], [3.7, 0.6, -0.1], [0.1, -0.5, 0.8], [-0.1, 0.5, 0.5], [-0.2, -0.1, -1.1], [-0.5, -0.4, -1.1], [-2.3, 3.0, 0.2], [0.3, 0.4, 0.7], [0.7, -0.3, -0.4], [-0.1, -0.8, 0.9], [0.2, -1.0, 0.8], [-0.2, 0.0, -0.2], [-0.7, 0.8, 0.6], [0.0, 0.3, 0.1], [0.9, 1.9, -0.5], [0.5, 0.6, -0.3]], "total_charge": -1, "largest_force_ev_per_a": 4.4, "spin_multiplicity": 1, "de_lowest_kj_mol": 161.5, "homo_lumo_gap_ev": 6.90, "total_energy_ev": -18856.887, "smiles": "CB(O)N1C[C@@]12C=CC=C/C2=C/C(=O)[O-]", "homo_energy_ev": -4.1}


no.,LUMO level (Ha)
1,0.0013
2,-0.0717
3,0.0110
4,0.1028